# 1
This record from OMol25 describes a molecular structure, C28H51Cl2N2NaO6Sb. The level of theory is the ωB97M-V functional and the def2-TZVPD basis.

Each line ends with the Löwdin charge.
Atoms and positions in Å:
Na (1.416, -0.414, -0.231)  0.1670
N (-0.849, -2.341, 1.649)  0.0235
N (-0.309, -3.229, 0.656)  -0.0194
C (0.149, -2.645, -0.560)  -0.7573
O (0.951, -3.333, -1.232)  -0.0469
O (-0.271, -1.482, -0.832)  -0.1969
H (-0.147, -1.660, 1.938)  0.0544
H (-1.073, -2.904, 2.457)  0.0644
H (0.383, -3.874, 1.003)  0.1001
C (3.529, 2.695, 1.001)  -0.0109
C (2.052, 2.311, 1.025)  -0.4927
C (1.174, 3.523, 1.307)  -0.0137
O (1.696, 1.751, -0.252)  -0.0849
C (1.831, 1.231, 2.140)  -0.6041
O (2.063, 1.634, 3.295)  -0.0180
O (1.498, 0.070, 1.779)  -0.0444
H (3.692, 3.552, 0.338)  0.0819
H (4.124, 1.858, 0.629)  0.0827
H (3.860, 2.959, 2.006)  0.0895
H (1.423, 4.348, 0.629)  0.0846
H (1.320, 3.851, 2.336)  0.0883
H (0.125, 3.259, 1.163)  0.0643
H (1.833, 2.413, -0.933)  0.0417
Cl (2.602, 2.351, -3.507)  0.5345
C (2.323, 0.746, -4.226)  -0.9679
Cl (1.682, -0.427, -3.085)  0.6812
H (3.280, 0.408, -4.600)  0.0216
H (1.611, 0.889, -5.027)  0.0217
C (2.666, -5.466, 4.895)  -0.0554
C (3.095, -4.375, 3.954)  -0.2663
C (3.311, -4.638, 2.607)  -0.0169
C (3.652, -3.636, 1.706)  -0.1834
C (3.897, -4.012, 0.274)  -0.0344
C (3.789, -2.320, 2.194)  -0.0961
C (3.988, -1.198, 1.271)  -0.1814
O (3.689, -1.224, 0.090)  0.0350
C (3.632, -2.043, 3.566)  -0.1856
C (3.764, -0.659, 4.148)  -0.0349
C (3.277, -3.079, 4.418)  -0.0153
H (2.776, -6.449, 4.437)  0.0707
H (1.616, -5.341, 5.172)  0.0815
H (3.250, -5.447, 5.817)  0.0754
H (3.210, -5.656, 2.241)  0.1124
H (4.040, -5.092, 0.203)  0.0765
H (4.784, -3.514, -0.120)  0.0829
H (3.064, -3.734, -0.379)  0.0658
H (4.360, -0.263, 1.722)  0.1150
H (2.845, -0.086, 3.984)  0.0621
H (4.588, -0.094, 3.714)  0.0783
H (3.945, -0.733, 5.221)  0.0776
H (3.131, -2.863, 5.472)  0.1163
C (-4.573, 1.985, 0.192)  -0.1236
C (-3.300, 1.151, 0.285)  -0.7045
C (-3.659, -0.289, 0.660)  -0.1363
C (-2.413, 1.710, 1.402)  -0.1397
Sb (-2.017, 1.071, -1.511)  1.6561
C (-3.154, -0.292, -2.835)  -0.7002
C (-4.636, 0.030, -3.009)  -0.1181
C (-3.012, -1.717, -2.296)  -0.1249
C (-2.456, -0.252, -4.198)  -0.1372
C (-2.318, 3.085, -2.449)  -0.7071
C (-3.705, 3.594, -2.834)  -0.1207
C (-1.719, 4.054, -1.425)  -0.1516
C (-1.430, 3.135, -3.697)  -0.1502
H (-5.172, 1.838, 1.101)  0.0800
H (-5.194, 1.711, -0.664)  0.0609
H (-4.352, 3.053, 0.124)  0.0578
H (-4.038, -0.306, 1.691)  0.0826
H (-2.795, -0.958, 0.619)  0.0513
H (-4.451, -0.687, 0.017)  0.0585
H (-2.966, 1.698, 2.349)  0.0834
H (-2.108, 2.743, 1.213)  0.0492
H (-1.510, 1.106, 1.536)  0.0746
H (-5.186, -0.113, -2.076)  0.0603
H (-5.077, -0.649, -3.754)  0.0795
H (-4.812, 1.049, -3.351)  0.0482
H (-3.534, -1.862, -1.346)  0.0567
H (-1.963, -1.983, -2.143)  0.0602
H (-3.451, -2.412, -3.025)  0.0823
H (-2.603, 0.699, -4.716)  0.0541
H (-2.869, -1.042, -4.838)  0.0792
H (-1.381, -0.435, -4.097)  0.0601
H (-4.371, 3.687, -1.978)  0.0556
H (-4.191, 2.954, -3.571)  0.0543
H (-3.613, 4.593, -3.288)  0.0784
H (-2.342, 4.136, -0.529)  0.0606
H (-1.639, 5.058, -1.863)  0.0799
H (-0.718, 3.744, -1.109)  0.0522
H (-1.911, 2.665, -4.558)  0.0575
H (-0.463, 2.649, -3.536)  0.0380
H (-1.232, 4.181, -3.967)  0.0780

energy above the lowest of the compared OMol25 structures with the same formula, charge and spin	20.3	kcal per mole
molecular weight	727.380	g/mol
energy	-81131.764	eV
charge	-1
spin multiplicity	1
gap between HOMO and LUMO	7.063	eV

=====

# 2
This record from OMol25 describes a single C6H6O molecule at a distorted geometry. The level of theory is the ωB97M-V functional and the def2-TZVPD basis.

Each line ends with the Löwdin charge.
Atoms and positions in Å:
C (-1.777, 2.046, 0.194)  -0.0229
C (-0.642, 1.525, 0.682)  -0.2978
C (-0.057, 0.326, 0.105)  -0.2544
C (-0.564, -0.803, -0.498)  0.0488
C (0.539, -1.778, -0.713)  -0.1133
O (1.717, -1.102, -0.207)  0.0194
C (1.319, 0.066, 0.214)  -0.0100
H (-2.229, 2.876, 0.768)  -0.0224
H (-1.603, -0.991, -0.739)  0.1249
H (0.441, -2.727, -0.168)  0.1458
H (0.781, -2.008, -1.755)  0.1425
H (2.087, 0.745, 0.568)  0.1550
H (-0.013, 1.822, 1.549)  0.0843

energy above the lowest of the compared OMol25 structures with the same formula, charge and spin	138.4	kcal per mole
molecular weight	94.113	g/mol
energy	-8360.503	eV
charge	0
spin multiplicity	1
gap between HOMO and LUMO (alpha / beta)	6.164 / 3.734	eV

=====

# 3
This record from OMol25 describes a molecular structure, C4H8O3Y at a distorted geometry. The level of theory is the ωB97M-V functional and the def2-TZVPD basis.

Each line ends with the Löwdin charge.
Atoms and positions in Å:
O (2.029, 0.838, -0.578)  -0.2563
C (2.305, -0.387, -0.086)  -0.2377
O (1.064, -0.865, 0.580)  -0.1549
C (0.231, -1.729, -0.102)  -0.0816
C (-1.188, -1.428, 0.171)  -0.1486
O (-1.432, -0.053, -0.157)  -0.3586
C (-2.811, 0.320, -0.107)  -0.0012
Y (0.291, 1.237, 0.019)  2.0090
H (3.056, -0.386, 0.721)  0.1658
H (2.564, -1.138, -0.853)  0.1615
H (-1.223, -2.421, -0.569)  0.2203
H (-1.607, -1.678, 1.155)  0.1614
H (-2.856, 1.405, -0.241)  0.1077
H (-3.351, -0.185, -0.917)  0.1335
H (-3.234, 0.052, 0.870)  0.1262
H (0.601, -2.077, -1.071)  0.1534

energy above the lowest of the compared OMol25 structures with the same formula, charge and spin	22.9	kcal per mole
molecular weight	193.011	g/mol
energy	-11442.539	eV
charge	+2
spin multiplicity	2
gap between HOMO and LUMO (alpha / beta)	7.593 / 9.843	eV
⟨S²⟩	0.75